Record 1
Molecular formula: C3H3N3O2
Method: DFT, ωB97M-V/def2-TZVPD

Structure (ORCA input):
```
! RIJCOSX wB97M-V def2-TZVPD def2/J DEFGRID3
* xyz 0 1
O 0.693 0.263 2.827
N 0.564 -0.564 1.808
O 0.553 -1.824 1.875
C 0.274 0.051 0.510
N -0.440 1.129 0.495
C -0.756 1.214 -0.888
C -0.262 0.109 -1.549
N 0.666 -0.598 -0.709
H -1.778 1.967 -1.249
H -0.731 -0.371 -2.580
H 1.217 -1.375 -0.538
*
```

Results
Max |F| in Eh/bohr: 0.15269
Relative energy (zero: lowest compared OMol25 entry of this formula, charge and spin) in kJ/mol: 670.3
SMILES string: O=[N+]([O-])c1ncc[nH]1
Orbital gap in eV: 8.673

***

Record 2
Molecular formula: C3H3N3O2
Method: DFT, ωB97M-V/def2-TZVPD

Structure (ORCA input):
```
! RIJCOSX wB97M-V def2-TZVPD def2/J DEFGRID3
* xyz 0 1
C 0.491 -2.018 0.068
N 0.653 -1.111 -0.851
N -0.173 -0.068 -0.621
O -0.700 0.107 0.825
C -0.585 1.317 0.974
N -0.233 2.094 -0.047
C 0.141 1.243 -1.023
O 0.499 1.498 -2.171
H -0.265 -1.785 0.950
H 1.482 -2.787 0.005
H -1.310 1.509 1.890
*
```

Results
Max |F| in Eh/bohr: 0.13698
Relative energy (zero: lowest compared OMol25 entry of this formula, charge and spin) in kJ/mol: 592.3
SMILES string: C=Nn1ocnc1=O
Orbital gap in eV: 9.970

***

Record 3
Molecular formula: C3H3N3O2
Method: DFT, ωB97M-V/def2-TZVPD

Structure (ORCA input):
```
! RIJCOSX wB97M-V def2-TZVPD def2/J DEFGRID3
* xyz 0 1
N 2.385 -0.728 0.018
C 1.086 -0.233 -0.018
C -0.020 -1.070 -0.146
C -1.285 -0.490 -0.029
O -2.355 -0.966 0.198
N -1.210 1.039 -0.249
N -0.257 1.756 -0.127
O 1.008 0.977 0.369
H 2.533 -1.611 -0.471
H 3.059 -0.032 -0.260
H 0.077 -2.157 -0.136
*
```

Results
Max |F| in Eh/bohr: 0.06225
Relative energy (zero: lowest compared OMol25 entry of this formula, charge and spin) in kJ/mol: 357.3
SMILES string: Nc1cc(=O)nno1
Orbital gap in eV: 9.259

***

Record 4
Molecular formula: C3H3N3O2S
Method: DFT, ωB97M-V/def2-TZVPD

Structure (ORCA input):
```
! RIJCOSX wB97M-V def2-TZVPD def2/J DEFGRID3
* xyz 0 1
O -1.187 1.995 -0.074
C -0.658 0.880 -0.049
N 0.711 0.843 -0.079
C 1.403 -0.321 0.056
O 2.754 -0.302 0.225
N 0.860 -1.456 -0.105
N -0.459 -1.514 -0.228
C -1.215 -0.468 -0.180
S -2.952 -0.770 0.103
H 0.996 1.864 -0.194
H 3.092 -1.237 -0.034
H -3.345 0.485 0.561
*
```

Results
Max |F| in Eh/bohr: 0.04832
Relative energy (zero: lowest compared OMol25 entry of this formula, charge and spin) in kJ/mol: 33.3
SMILES string: O=c1[nH]c(O)nnc1S
Orbital gap in eV: 8.803

***

Record 5
Molecular formula: C3H3N3S2
Method: DFT, ωB97M-V/def2-TZVPD

Structure (ORCA input):
```
! RIJCOSX wB97M-V def2-TZVPD def2/J DEFGRID3
* xyz 0 1
S 1.012 0.688 2.094
C 0.691 -0.041 0.727
N -0.135 -1.132 0.844
C -1.294 -1.060 0.416
N -2.041 -0.061 -0.344
C -1.377 0.472 -1.284
S 0.178 0.000 -1.920
N 1.399 0.134 -0.523
H -1.894 -2.008 0.624
H -1.909 1.247 -1.699
H 2.086 0.943 -0.703
*
```

Results
Max |F| in Eh/bohr: 0.09514
Relative energy (zero: lowest compared OMol25 entry of this formula, charge and spin) in kJ/mol: 209.6
SMILES string: S=C1N=CN=CSN1
Orbital gap in eV: 8.032

***

Record 6
Molecular formula: C3H3N4
Method: DFT, ωB97M-V/def2-TZVPD

Structure (ORCA input):
```
! RIJCOSX wB97M-V def2-TZVPD def2/J DEFGRID3
* xyz 1 1
N 2.644 0.560 -0.173
N 1.510 0.509 -0.018
C 0.256 0.325 -0.052
C -0.475 -0.882 0.155
C -1.774 -0.557 -0.014
N -1.898 0.769 -0.251
N -0.873 1.407 -0.183
H 3.332 0.804 0.486
H -0.127 -1.797 0.368
H -2.595 -1.137 -0.318
*
```

Results
Max |F| in Eh/bohr: 0.07508
Relative energy (zero: lowest compared OMol25 entry of this formula, charge and spin) in kJ/mol: 362.4
SMILES string: N=[N+]=C1C=CN=N1
Orbital gap in eV: 7.992